# C17H28N2O2

An isolated molecule of C17H28N2O2 (ωB97M-V with the def2-TZVPD basis set, the Open Molecules 2025 dataset).

Structure (XYZ):
```
49
Properties=species:S:1:pos:R:3
C -2.0420 -1.2002 -2.0684
C -2.9085 -0.8537 -0.8943
C -3.8179 -1.7754 -0.3937
C -4.6302 -1.4593 0.6793
C -4.5510 -0.2069 1.2587
C -3.6504 0.7387 0.7874
C -2.8256 0.4013 -0.2868
O -1.9269 1.3442 -0.7791
C -0.6295 1.2080 -0.2391
C 0.3136 2.1146 -1.0418
O 1.6639 1.7499 -0.9340
C 2.2595 2.0396 0.3129
C 3.7511 1.6502 0.2736
N 4.1250 0.2632 0.3194
C 3.9405 -0.5495 -0.8620
C 2.6053 -1.2981 -0.8998
N 2.4621 -2.1074 0.2997
C 1.2648 -2.9142 0.2681
H 1.2395 -3.5515 1.1516
H 1.2837 -3.5471 -0.6183
H 0.3393 -2.3118 0.2510
C 2.5060 -1.2624 1.4770
C 3.8331 -0.4920 1.5163
H 3.8483 0.1775 2.3785
H 4.6365 -1.2295 1.6328
H 2.4390 -1.9003 2.3631
H 1.6484 -0.5636 1.4989
H 2.5919 -1.9636 -1.7669
H 1.7833 -0.5726 -1.0053
H 4.0298 0.0811 -1.7466
H 4.7476 -1.2921 -0.8689
H 4.2315 2.1411 1.1274
H 4.1720 2.0699 -0.6437
H 1.7504 1.5102 1.1281
H 2.1827 3.1205 0.5129
H 0.0630 2.0113 -2.1007
H 0.1651 3.1628 -0.7456
H -0.2829 0.1683 -0.3274
H -0.6342 1.4797 0.8273
C -3.5661 2.0955 1.4206
H -3.0955 2.8001 0.7396
H -2.9775 2.0497 2.3380
H -4.5593 2.4567 1.6779
H -5.1938 0.0477 2.0890
H -5.3326 -2.1869 1.0580
H -3.8878 -2.7488 -0.8573
H -1.6967 -0.2964 -2.5643
H -1.1711 -1.7745 -1.7482
H -2.5966 -1.8074 -2.7804
```

Its net charge is 0. The LUMO energy is 0.0319 Ha. Its relative energy (zero: lowest compared OMol25 entry of this formula, charge and spin) is 76.1 kcal/mol. The SMILES is Cc1cccc(C)c1OCCOCCN1CCN(C)CC1. Its electronic energy is -924.5207 Eh.